## i
This record from OMol25 describes a structure of composition C5H11NO2. The level of theory is the ωB97M-V functional and the def2-TZVPD basis.

Output
LUMO (alpha / beta) ... 0.1 / 0.1 eV
E_HOMO (alpha / beta) ... -9.23 / -9.23 eV
Frontier orbital gap (alpha / beta) ... 9.3 / 9.3 eV
Charge ... 0

Each line ends with the natural charge from an NBO analysis.
Atoms and positions in Å:
C: 1.6095 0.5213 0.0704  0.6348
C: -0.8777 0.9873 0.4553  -0.2634
C: -1.3728 -0.1786 -0.3467  -0.2403
C: 2.4769 -0.7174 -0.0826  -0.6624
C: -2.5756 -0.9535 0.1255  -0.6249
N: 0.2598 0.1074 0.7177  -0.2553
O: 1.8041 1.3232 1.0709  -0.6402
O: 1.4245 1.1154 -1.2119  -0.7562
H: 1.4611 2.0677 -1.0545  0.4844
H: -1.4428 1.2117 1.3573  0.2082
H: -0.6253 1.8765 -0.1152  0.2188
H: -1.2072 -0.0555 -1.4137  0.2445
H: -0.3578 -0.8774 0.0386  0.3116
H: 3.4869 -0.3920 -0.3283  0.2310
H: 2.4990 -1.2643 0.8583  0.2244
H: 2.1080 -1.3607 -0.8829  0.2088
H: -2.5083 -1.1613 1.1939  0.2265
H: -2.6870 -1.8958 -0.4099  0.2236
H: -3.4753 -0.3540 -0.0420  0.2261



## ii
This record from OMol25 describes the molecule C5H11NO2. The level of theory is the ωB97M-V functional and the def2-TZVPD basis.

Output
LUMO ... 0.6 eV
E_HOMO ... -7.99 eV
SMILES ... C/C(O)=C(/O)N(C)C
Frontier orbital gap ... 8.6 eV
Charge ... 0

Each line ends with the natural charge from an NBO analysis.
Atoms and positions in Å:
C: 0.0676 0.0567 2.2256  -0.6406
C: 1.2125 -0.1752 1.1021  0.2750
O: 2.5132 -0.4419 1.4167  -0.6836
C: 0.7832 -0.1357 -0.1592  0.2812
O: 1.6524 -0.4272 -1.2217  -0.7272
N: -0.5898 0.0982 -0.3933  -0.4633
C: -1.3018 -1.0440 -0.9436  -0.4086
C: -0.8718 1.3361 -1.1009  -0.4120
H: 0.4278 0.8762 2.8387  0.2112
H: -0.9427 0.2782 1.9011  0.2439
H: 0.0628 -0.8474 2.8274  0.2111
H: 3.0007 -0.5454 0.5832  0.4961
H: 1.3240 0.0037 -2.0168  0.4798
H: -1.0330 -1.2485 -1.9902  0.1640
H: -2.3733 -0.8484 -0.9000  0.1962
H: -1.0686 -1.9214 -0.3443  0.2116
H: -0.5981 1.2957 -2.1666  0.1519
H: -0.3252 2.1464 -0.6216  0.2118
H: -1.9399 1.5439 -1.0367  0.2017



## iii
This record from OMol25 describes a cluster of 2 separate species, C5H11NO2 in total. The level of theory is the ωB97M-V functional and the def2-TZVPD basis.

Output
LUMO ... -0.2 eV
E_HOMO ... -10.09 eV
SMILES ... NC(=O)C=O.CCC
Frontier orbital gap ... 9.9 eV
Charge ... 0

Each line ends with the natural charge from an NBO analysis.
Atoms and positions in Å:
N: -1.8349 -2.2953 -0.5147  -0.8020
C: -0.6168 -2.1022 -1.0530  0.5491
O: 0.2689 -2.9266 -1.1128  -0.5734
C: -0.4286 -0.6732 -1.5569  0.3387
O: -1.3188 0.1519 -1.5515  -0.5111
H: -2.0870 -3.1842 -0.1183  0.4099
H: -2.5016 -1.5400 -0.5429  0.4155
H: 0.5269 -0.5166 -2.0829  0.1514
C: 1.9183 1.3999 0.3301  -0.6083
C: 0.7814 0.6215 0.9774  -0.3731
C: -0.4873 1.4337 1.1059  -0.6209
H: 1.6180 1.7615 -0.6517  0.2004
H: 2.1863 2.2596 0.9414  0.2044
H: 2.7980 0.7715 0.2114  0.2103
H: 1.0925 0.2333 1.9499  0.2027
H: 0.5468 -0.2569 0.3049  0.1721
H: -1.2139 0.9309 1.7419  0.2055
H: -0.9578 1.5107 0.1028  0.2239
H: -0.2906 2.4206 1.5190  0.2049



## iv
This record from OMol25 describes a cluster of 2 separate species, C5H11NO2 in total. The level of theory is the ωB97M-V functional and the def2-TZVPD basis.

Output
LUMO ... -4.4 eV
E_HOMO ... -8.18 eV
Frontier orbital gap ... 3.7 eV
Charge ... 0

Each line ends with the natural charge from an NBO analysis.
Atoms and positions in Å:
C: 2.1877 -0.4928 0.2914  -0.5998
N: 1.5553 -1.2205 -0.7650  -0.1771
C: 0.5644 -0.1739 -0.5905  0.5082
C: -0.7877 -0.4897 -0.0556  -0.5274
C: -1.1897 0.2045 1.2531  -0.5999
O: -3.1335 -0.9897 -0.6169  -1.0303
C: 0.8214 1.3697 -1.0210  -0.1086
O: 1.2129 2.1328 0.0654  -0.5329
H: 1.7338 -0.0684 1.2595  0.2736
H: 2.7582 0.3794 -0.0048  0.2869
H: 3.0426 -1.0926 0.7700  0.2777
H: -1.0296 -0.5138 2.0560  0.2177
H: 1.5975 1.1296 -1.7639  0.1675
H: -0.9723 -1.5457 -0.0128  0.2758
H: -1.5751 -0.1869 -0.9028  0.3973
H: -2.1588 0.4255 1.0327  0.2681
H: -0.5947 1.1124 1.4874  0.2361
H: -3.8789 -1.5503 -0.9661  0.4454
H: -0.1534 1.5705 -1.5161  0.2217



Most stable structure: iii



## i
This record from OMol25 describes a cluster of 3 separate species, C5H11NO2 in total. The level of theory is the ωB97M-V functional and the def2-TZVPD basis.

Output
LUMO (alpha / beta) ... 0.5 / 0.0 eV
E_HOMO (alpha / beta) ... -7.61 / -6.76 eV
Frontier orbital gap (alpha / beta) ... 8.1 / 6.7 eV
Charge ... 0

Each line ends with the natural charge from an NBO analysis.
Atoms and positions in Å:
C: 0.0435 0.0388 -0.2601  0.4487
C: -0.8782 1.1768 -0.5965  -0.7153
C: 0.4299 -0.8631 -1.3866  -0.7208
C: 2.1385 1.0973 0.1959  -0.5661
N: 0.6242 -0.1507 0.9136  -0.5651
C: -1.4971 -1.3515 0.9576  0.6459
O: -1.8640 -1.0732 2.2395  -0.7402
O: -1.9399 -2.2949 0.3576  -0.6461
H: -2.4600 -1.7848 2.5538  0.4733
H: 0.2195 0.4617 1.6215  0.3617
H: -1.0778 1.8064 0.2689  0.2245
H: 0.6198 -0.3118 -2.3073  0.2221
H: -0.4647 1.7823 -1.4054  0.2244
H: -1.8199 0.7529 -0.9525  0.2535
H: 1.2868 -1.4779 -1.1228  0.2395
H: -0.4250 -1.5253 -1.5578  0.2756
H: 2.1709 1.7278 1.0768  0.1951
H: 2.9071 0.3405 0.1289  0.2017
H: 1.9864 1.6485 -0.7252  0.1874



## ii
This record from OMol25 describes a cluster of 3 separate species, C5H11NO2 in total. The level of theory is the ωB97M-V functional and the def2-TZVPD basis.

Output
LUMO (alpha / beta) ... 0.0 / 0.0 eV
E_HOMO (alpha / beta) ... -7.20 / -7.20 eV
Frontier orbital gap (alpha / beta) ... 7.2 / 7.2 eV
Charge ... 0

Each line ends with the natural charge from an NBO analysis.
Atoms and positions in Å:
C: -1.0385 -0.2148 0.7153  -0.2925
C: 2.0190 -0.7418 1.2099  -0.7211
C: 1.3476 -0.7284 -0.0773  0.2334
N: -1.8678 -0.9110 -0.1791  -0.8182
C: 1.1147 -0.8032 -1.3090  -0.5457
H: -2.3714 -0.3040 -0.8146  0.3663
H: -1.3731 -1.6091 -0.7196  0.3673
H: -0.4625 -0.8972 1.3247  0.1737
H: -1.5797 0.4691 1.3620  0.2128
H: 3.0378 -1.1273 1.0832  0.2524
H: 2.0988 0.2701 1.6173  0.2510
H: 1.5063 -1.3664 1.9443  0.2406
H: 0.2345 0.0294 -1.6277  0.3796
H: 1.6411 -1.2675 -2.1343  0.2655
C: -0.4900 1.5190 -0.3313  0.4836
O: -1.6056 2.2662 0.0440  -0.7308
O: -0.4269 1.2173 -1.5762  -0.7228
H: -2.1711 2.3116 -0.7388  0.4818
H: 0.3867 1.8879 0.2071  0.1232



## iii
This record from OMol25 describes a cluster of 2 separate species, C5H11NO2 in total. The level of theory is the ωB97M-V functional and the def2-TZVPD basis.

Output
LUMO ... 0.8 eV
E_HOMO ... -9.39 eV
SMILES ... C=CCCC(N)=O.O
Frontier orbital gap ... 10.2 eV
Charge ... 0

Each line ends with the natural charge from an NBO analysis.
Atoms and positions in Å:
C: 1.3794 2.5370 -1.2031  -0.3828
C: 0.5302 2.2871 -0.1132  -0.1738
C: 0.8762 1.0746 0.6776  -0.4445
C: -0.2157 0.0577 0.8231  -0.4956
C: -0.5750 -0.8685 -0.3838  0.6907
N: 0.2903 -0.7619 -1.4867  -0.8455
O: -1.7279 -1.1236 -0.4762  -0.6049
H: 1.4026 3.3798 -1.8226  0.1919
H: 2.0716 1.8256 -1.5332  0.1761
H: -0.3373 2.8786 0.2743  0.2175
H: 1.7855 0.4986 0.3411  0.1982
H: 1.0657 1.4279 1.7593  0.2233
H: 0.0238 -0.6353 1.6458  0.2291
H: -1.1793 0.5922 0.9756  0.2325
H: 1.2575 -0.6787 -1.4397  0.3886
H: -0.1205 -0.9491 -2.3964  0.3999
O: -1.9088 -3.8028 1.7022  -0.9597
H: -2.4974 -4.5921 1.6016  0.4738
H: -2.1209 -3.1471 1.0543  0.4853



## iv
This record from OMol25 describes the molecule C5H11NO2. The level of theory is the ωB97M-V functional and the def2-TZVPD basis.

Output
LUMO ... 0.8 eV
E_HOMO ... -7.67 eV
SMILES ... C[C@@]1(N)C[C@@H]1C(O)O
Frontier orbital gap ... 8.4 eV
Charge ... 0

Each line ends with the natural charge from an NBO analysis.
Atoms and positions in Å:
C: 2.2448 0.0404 0.4523  -0.6340
C: 0.8943 -0.1029 -0.2025  0.2030
N: 0.7796 0.6305 -1.4296  -0.8632
C: -0.2232 -1.5862 -0.3474  -0.4496
C: -0.1992 -0.5108 0.6674  -0.3301
C: -1.6628 0.1817 0.5637  0.3751
O: -1.4564 1.5231 0.9297  -0.7325
O: -2.2682 0.1595 -0.6996  -0.7400
H: 2.5194 1.0939 0.5868  0.2107
H: 2.2772 -0.4052 1.4507  0.2167
H: 3.0276 -0.4374 -0.1499  0.2250
H: -0.0754 0.4770 -1.9533  0.3945
H: 1.0572 1.6046 -1.3799  0.3678
H: -0.2056 -2.5887 0.0579  0.2064
H: -0.6775 -1.5897 -1.3280  0.2228
H: 0.0081 -0.7625 1.7014  0.2364
H: -2.3195 -0.2779 1.3025  0.1405
H: -0.6849 1.8020 0.4072  0.4660
H: -3.0356 0.7486 -0.6295  0.4845



Most stable structure: iii